A 2-piece molecular cluster, C4H11NS overall in a non-equilibrium geometry, computed with ωB97M-V with the def2-TZVPD basis set.

```
17
Properties=species:S:1:pos:R:3:forces:R:3:mulliken_charge:R:1
S -1.575611 -1.370569 0.329479 0.5 0.5 -0.1 -0.3820
N 1.779899 0.953387 -2.066785 -1.0 0.2 -0.4 -0.6798
C 2.107692 0.565417 0.498501 -0.5 0.5 0.0 -0.1456
C 1.102359 1.619196 0.330033 3.3 2.1 2.7 -0.4963
C -2.846130 -0.634634 1.379256 -1.6 1.0 -1.9 -0.7475
C 1.368324 0.106540 -0.772920 3.5 1.1 -4.1 -0.5170
H -2.782739 -0.957276 2.373324 0.0 -0.7 1.4 0.2593
H 1.151172 0.683996 -2.883017 1.0 0.0 1.6 0.2629
H 0.358653 -0.039855 -0.786347 -3.2 -0.8 0.8 0.3061
H 1.615223 1.974959 -2.020198 0.0 -0.8 0.4 0.2607
H 0.052706 1.497347 0.499953 -0.4 -0.5 0.2 0.2910
H 1.588047 2.662224 0.448356 -1.2 -1.2 -1.5 0.2771
H 1.843317 -0.795813 -1.110408 0.0 -1.0 0.3 0.3232
H -2.758845 0.465769 1.421610 0.0 -0.3 -0.2 0.2195
H 1.981452 -0.050176 1.373691 -0.5 -0.8 -0.2 0.2917
H 3.215016 0.691208 0.311019 -1.5 0.7 0.1 0.2603
H -3.906975 -0.816111 0.958638 1.6 0.1 0.7 0.2165
```
Positions in Å, forces in eV/Å.

Output
Total charge   0
Orbital gap   3.9 eV
Max |F|   5.50 eV Å⁻¹
Molecular weight   105.2 g mol⁻¹
E_LUMO   -2.601 eV
ΔE to the lowest compared entry with this formula, charge and spin   688.0 kJ/mol

***

A 2-piece molecular cluster, C4H11NS overall in a non-equilibrium geometry, computed with ωB97M-V with the def2-TZVPD basis set.

```
17
Properties=species:S:1:pos:R:3:forces:R:3:mulliken_charge:R:1
S 0.789378 -1.621598 -2.091016 -1.6 0.7 -1.6 -0.0785
N -0.855038 3.007102 2.177932 -0.7 -0.3 0.6 -0.5473
C -2.127137 2.435837 2.404290 -1.8 -2.0 0.9 0.0588
C -2.393040 1.032835 2.390114 1.3 4.8 0.6 -0.7963
C 2.278192 -2.548993 -1.841155 2.1 0.5 3.6 -0.8624
C 0.825919 -0.352936 -0.806284 0.3 -1.3 3.4 -0.8626
H -2.872601 3.133014 2.926358 0.7 -1.0 -1.7 0.2843
H 0.325616 -0.821908 0.181868 2.2 0.3 -1.6 0.2246
H 2.561784 -3.283204 -2.570526 -0.6 -0.1 -0.7 0.3245
H -0.312698 2.193860 2.100246 1.8 -0.9 -0.4 0.2261
H -1.564831 0.351108 2.489056 0.1 -0.4 -0.8 0.2570
H 0.356936 0.592718 -0.555006 -1.1 0.5 -2.3 0.3860
H 3.200795 -1.952099 -1.616874 -0.7 0.3 -1.0 0.2833
H 1.875548 -0.019791 -0.809367 -0.1 -0.6 1.0 0.2812
H 2.289050 -3.040834 -0.832555 -0.7 -0.2 -0.8 0.2985
H -3.381833 0.707148 2.608459 -0.5 -0.2 0.4 0.2631
H -0.626153 3.635391 1.407269 -0.9 -0.1 0.4 0.2595
```
Positions in Å, forces in eV/Å.

Output
Total charge   0
Orbital gap   9.3 eV
Max |F|   5.01 eV Å⁻¹
Molecular weight   105.2 g mol⁻¹
E_LUMO   0.803 eV
SMILES string   C=CN.CSC
ΔE to the lowest compared entry with this formula, charge and spin   315.9 kJ/mol

***

A 2-piece molecular cluster, C4H11NS overall in a non-equilibrium geometry, computed with ωB97M-V with the def2-TZVPD basis set.

```
17
Properties=species:S:1:pos:R:3:forces:R:3:mulliken_charge:R:1
S -1.006867 1.397388 -0.945397 0.8 -0.4 -0.2 -0.0378
N 2.060472 -1.411272 1.409009 1.7 0.8 0.4 -0.3800
C -1.010701 -0.142976 -1.921511 1.5 0.0 0.4 -0.8980
C 2.115941 -0.143224 1.455609 0.1 -0.8 0.3 -0.2569
C 1.520439 -2.075185 2.555541 -1.7 -0.9 -0.1 -0.6668
C -2.183209 2.393506 -1.854774 -0.6 -1.5 -0.1 -0.8258
H -1.059471 0.008511 -3.003419 -0.9 0.0 0.3 0.3242
H -1.902553 2.514812 -2.896402 0.3 0.5 0.1 0.2712
H -2.277384 3.294165 -1.265679 -0.3 0.3 -0.3 0.2798
H 2.916713 0.356123 0.907334 -0.8 0.2 -0.6 0.2685
H -1.624357 -0.876015 -1.428000 -1.0 -0.1 -0.6 0.2905
H 0.755456 -1.479792 3.085407 0.3 0.0 0.1 0.3175
H 1.484186 0.427948 2.149621 0.3 0.1 0.1 0.2578
H 1.033795 -3.000275 2.229949 -0.1 0.1 0.0 0.2179
H -3.098024 1.777882 -1.884564 -0.1 0.8 0.2 0.2788
H -0.024233 -0.617076 -1.840198 0.2 0.4 0.3 0.3147
H 2.299798 -2.424518 3.247469 0.0 0.5 -0.3 0.2442
```
Positions in Å, forces in eV/Å.

Output
Total charge   0
Orbital gap   9.4 eV
Max |F|   1.95 eV Å⁻¹
Molecular weight   105.2 g mol⁻¹
E_LUMO   1.026 eV
SMILES string   C=NC.CSC
ΔE to the lowest compared entry with this formula, charge and spin   175.6 kJ/mol

***

One molecule with the formula C4H11NS in a non-equilibrium geometry, computed with ωB97M-V with the def2-TZVPD basis set.

```
17
Properties=species:S:1:pos:R:3:forces:R:3:mulliken_charge:R:1
S -2.871050 -0.260414 0.520459 0.0 -0.7 0.9 -0.1990
N 1.708080 1.059958 -0.057550 -0.6 -1.3 -1.2 -0.4921
C -1.220551 0.186078 1.198980 0.3 -1.1 0.2 -0.6647
C 0.861101 0.445730 -1.159363 0.3 0.1 2.0 -0.7270
C -0.114718 -0.980115 0.790057 -1.3 1.7 1.2 -0.4682
C 0.368118 -0.969674 -0.642524 -0.2 3.0 -1.2 -0.6127
H -0.489783 -1.133293 -1.279145 -0.2 -0.7 -0.3 0.2752
H 2.444486 0.375698 0.142467 0.1 0.9 -0.1 0.1970
H 2.048305 1.961905 -0.361590 0.5 -0.2 0.1 0.2088
H -2.886994 0.652392 -0.410994 -0.1 0.6 -0.7 0.1022
H 1.345824 0.368557 -2.152087 -0.1 -0.1 0.5 0.3258
H -1.314827 0.388901 2.319812 0.3 -0.9 -1.5 0.3001
H -1.101064 1.177063 0.786667 0.9 0.0 -0.2 0.2962
H 0.034266 1.152294 -1.238513 -0.3 -0.3 -0.3 0.3448
H 1.166416 -1.638541 -0.902605 0.2 -0.8 0.3 0.3869
H 0.671872 -0.860081 1.546222 0.0 -0.3 -0.4 0.3479
H -0.649487 -1.926452 0.899707 0.2 0.0 0.5 0.3789
```
Positions in Å, forces in eV/Å.

Output
Total charge   0
Orbital gap   9.8 eV
Max |F|   3.25 eV Å⁻¹
Molecular weight   105.2 g mol⁻¹
E_LUMO   0.948 eV
SMILES string   NCCCCS
ΔE to the lowest compared entry with this formula, charge and spin   81.9 kJ/mol

***

An isolated ion of composition C4H11NS and charge +1 in a non-equilibrium geometry, computed with ωB97M-V with the def2-TZVPD basis set.

```
17
Properties=species:S:1:pos:R:3:forces:R:3:mulliken_charge:R:1
S -2.588794 -1.486322 -1.770120 0.6 0.7 0.7 0.2657
N 1.222000 1.421738 1.749290 1.0 -1.8 -1.4 -0.5786
C 0.781243 -0.378004 0.131720 3.2 0.1 -2.8 -0.8836
C -1.544535 -0.222288 -1.022120 -1.0 1.9 -0.6 -0.5922
C -0.614071 -0.688870 0.135269 -5.8 0.1 1.2 -0.6357
C 1.181507 1.070895 0.296097 -4.7 0.0 0.4 -0.3792
H -1.118339 -0.110058 1.015602 0.9 -1.2 -1.0 0.2507
H 1.976651 2.109448 1.806263 -0.3 -0.1 0.6 0.2862
H 1.073380 -0.885467 0.978819 1.6 -1.6 1.7 0.3629
H 0.294826 1.461739 -0.320581 1.1 1.1 1.2 0.0971
H -0.942070 -0.022901 -1.913056 0.5 0.2 -0.5 0.4488
H -1.626333 -2.377057 -1.469966 -0.2 -0.6 -0.3 0.2843
H -0.955617 -1.766110 0.249826 1.3 1.0 0.5 0.6138
H -2.148054 0.767373 -0.899864 0.9 -1.9 0.0 0.4627
H 1.637763 0.495344 2.067235 -0.4 2.0 0.5 0.2685
H 1.360415 -0.721730 -0.790475 -0.9 -0.2 1.2 0.3376
H 2.010025 1.332270 -0.243937 2.3 0.4 -1.2 0.3911
```
Positions in Å, forces in eV/Å.

Output
Total charge   +1
<S²>   0.7532
Orbital gap (spin up / spin down)   8.8 / 4.1 eV
Max |F|   5.97 eV Å⁻¹
Molecular weight   105.2 g mol⁻¹
E_LUMO (spin up / spin down)   -4.319 / -8.979 eV
Spin multiplicity   2
ΔE to the lowest compared entry with this formula, charge and spin   231.4 kJ/mol

***

An isolated ion of composition C4H11NS and charge +1 in a non-equilibrium geometry, computed with ωB97M-V with the def2-TZVPD basis set.

```
17
Properties=species:S:1:pos:R:3:forces:R:3:mulliken_charge:R:1
S 2.500247 -0.179833 0.039135 -0.1 -0.1 -0.2 0.0807
N -1.040728 0.804321 0.247080 2.1 -1.6 0.6 -0.0730
C 1.270494 -1.263818 0.757950 -0.4 -0.4 0.2 -0.6336
C -0.065489 -1.541947 0.071200 -0.8 0.2 -0.3 -0.5340
C -0.868374 -0.409539 -0.574027 0.1 1.0 -0.4 -0.6777
C -0.736990 2.067535 -0.352413 -1.6 0.3 -0.8 -0.7861
H -1.881304 -0.726441 -0.776460 -0.2 -0.6 -0.4 0.3382
H -1.272081 2.870053 0.140666 0.5 0.2 0.6 0.3382
H 0.312183 2.275093 -0.508955 0.6 0.2 0.3 0.2652
H -0.732172 -1.979270 0.807924 0.2 -0.3 0.4 0.3275
H -0.411232 -0.120027 -1.539684 -0.1 0.0 0.2 0.3898
H 1.780807 0.941962 -0.100721 -0.1 0.0 0.0 0.1338
H 0.042756 -2.305040 -0.699061 0.2 0.1 -0.1 0.3654
H -1.181544 2.100609 -1.345667 0.0 -0.3 -0.2 0.3513
H 1.780217 -2.207610 0.920098 0.2 -0.2 -0.2 0.3978
H 1.086195 -0.920572 1.767751 0.1 0.4 0.4 0.4427
H -0.582984 0.594524 1.145183 -0.7 0.9 -0.1 0.2738
```
Positions in Å, forces in eV/Å.

Output
Total charge   +1
<S²>   0.7559
Orbital gap (spin up / spin down)   11.7 / 3.9 eV
Max |F|   2.66 eV Å⁻¹
Molecular weight   105.2 g mol⁻¹
E_LUMO (spin up / spin down)   -3.130 / -9.000 eV
Spin multiplicity   2
ΔE to the lowest compared entry with this formula, charge and spin   119.0 kJ/mol

***

One molecule with the formula C4H11NS2 in a non-equilibrium geometry, computed with ωB97M-V with the def2-TZVPD basis set.

```
18
Properties=species:S:1:pos:R:3:forces:R:3:mulliken_charge:R:1
S -1.812817 0.250397 -0.301510 0.3 0.7 0.0 -0.0718
S -2.270982 1.770012 0.985485 -1.3 2.1 0.4 -0.2567
N 1.525253 -0.598888 -0.518289 -0.5 -1.4 3.3 -0.3407
C 2.832796 -1.348482 -0.516408 -1.3 1.0 -1.6 -0.3655
C 3.808654 -0.619682 -1.432484 0.7 -1.7 -1.0 -1.0499
C 0.400274 -1.270318 0.235805 -0.8 -1.5 -0.7 -0.8826
C -0.661327 -0.250687 0.967518 3.3 -3.4 -1.6 -0.5466
H 4.665625 -1.370919 -1.524623 -0.9 1.2 -0.4 0.2971
H 0.772539 -2.000460 0.973779 0.3 0.8 0.2 0.4233
H 1.088176 -0.449129 -1.384317 0.5 0.3 -1.8 0.2674
H 0.084694 0.477450 1.351805 -1.3 0.0 0.0 0.4332
H -1.185221 -0.914398 1.672072 0.3 0.8 0.3 0.3644
H 3.370301 -1.292058 0.424554 -0.8 -0.3 0.6 0.2606
H -0.156731 -2.070887 -0.448633 0.7 1.8 0.9 0.3647
H 3.410759 -0.306257 -2.447039 0.5 -0.5 1.2 0.3120
H -2.589767 2.916185 0.264669 0.3 -1.2 0.0 0.1588
H 4.185433 0.201297 -0.867510 0.3 1.0 -0.1 0.2974
H 2.735842 -2.390139 -0.856944 -0.2 0.1 0.3 0.3350
```
Positions in Å, forces in eV/Å.

Output
Total charge   0
Orbital gap   8.8 eV
Max |F|   4.98 eV Å⁻¹
Molecular weight   137.3 g mol⁻¹
E_LUMO   0.535 eV
SMILES string   CCNCCSS
ΔE to the lowest compared entry with this formula, charge and spin   203.8 kJ/mol

***

ΔE to the lowest compared entry with this formula, charge and spin of number 3 (C4H11NS)?
175.6 kJ/mol